# 1
104
Properties=species:S:1:pos:R:3:forces:R:3 method="wB97M-V/def2-TZVPD" multiplicity=1 homo_ev=-8.5 total_charge=+1
C -1.105693 3.392233 1.601729 0.9 0.8 0.0
C 0.333976 3.840160 1.225538 -0.7 -0.5 -0.2
C 0.958651 2.773267 0.316126 0.7 0.5 0.3
C 2.276043 2.202618 0.834177 0.0 0.2 -0.2
C 2.836866 1.372355 -0.344004 0.6 -0.8 -1.3
C 3.583829 0.146263 0.085708 -2.0 2.7 4.2
C 2.901942 -0.767244 1.076290 -0.1 -1.2 -2.3
C 1.463424 -1.195091 0.771942 0.0 0.2 1.2
C 0.810080 -1.551879 2.124979 -0.6 0.2 -0.2
C -0.659248 -2.034674 2.010366 0.9 0.3 0.0
C -1.703130 -0.885286 2.120807 -0.2 -1.4 -0.6
C -2.797242 -0.972294 1.020402 0.7 0.6 0.7
C -3.026679 0.363060 0.277264 -0.6 -2.0 -0.5
C -3.220102 0.040584 -1.232741 0.9 1.7 1.6
C -1.827155 -0.307783 -1.779454 -0.8 0.3 -0.8
C -1.564272 -0.057942 -3.253159 1.1 -0.3 0.0
O -0.433741 -0.195615 -3.671972 -0.3 0.1 -0.1
C -3.881024 1.306177 -1.848451 -0.5 0.1 -0.8
C -3.015473 2.523651 -1.915505 0.5 -0.1 0.8
O -2.369048 3.033052 -1.048567 -0.1 -0.4 -1.1
O -3.041457 3.193980 -3.219738 0.4 -1.9 0.8
C -1.880775 3.801696 -3.445536 0.1 1.8 -0.5
C -0.663393 3.099639 -3.907375 -0.1 -0.5 -0.3
O -1.869379 5.023604 -3.273599 0.6 -0.4 -0.3
O -4.218615 -1.012425 -1.284202 -0.2 0.1 -1.2
C -4.034750 -1.964675 -2.189943 1.7 -2.5 0.0
O -3.441186 -3.003303 -2.021652 -1.0 1.6 -0.2
S -4.831254 -1.746174 -3.861616 -2.0 1.4 0.9
O -4.634579 -0.431735 -4.369521 1.3 0.1 -0.4
O -6.178647 -2.106638 -3.661493 -0.5 -1.0 0.1
F -4.167044 -2.790977 -4.777786 0.5 0.1 0.2
H -1.198228 3.305923 2.673916 -0.4 0.0 0.1
H -1.287588 2.427785 1.154448 -0.4 0.0 0.2
H -1.818291 4.114229 1.215117 -0.4 -0.2 0.3
H 0.905055 3.996693 2.138408 0.3 0.0 -0.1
H 0.323937 4.785452 0.677703 0.0 0.1 0.2
H 0.262305 1.942949 0.201959 0.0 0.0 -0.3
H 1.185737 3.209416 -0.665322 -0.2 -0.1 -0.1
H 2.968848 3.013296 1.050589 0.1 0.0 0.1
H 2.131275 1.632705 1.746545 -0.1 -0.1 0.0
H 2.014695 1.103789 -1.003698 -0.1 -0.1 0.1
H 3.518906 1.984217 -0.934276 -0.1 0.2 0.0
H 3.915136 -0.566153 -0.983942 0.5 -0.8 -1.0
H 4.544467 0.466215 0.506378 0.8 -0.7 -1.0
H 3.512402 -1.671120 1.139883 0.0 -0.1 0.6
H 2.923368 -0.218414 2.025067 0.5 0.1 0.0
H 0.879873 -0.389231 0.320009 0.0 -0.1 -0.3
H 1.483089 -2.099594 0.166066 -0.1 0.1 -0.3
H 0.774008 -0.658460 2.757130 0.3 0.1 0.1
H 1.438862 -2.290099 2.611088 0.0 -0.2 0.1
H -0.722299 -2.583390 1.066334 -0.3 -0.1 0.0
H -0.786571 -2.763117 2.807734 -0.3 -0.1 0.0
H -1.188774 0.072372 2.099646 -0.2 0.2 0.2
H -2.225826 -1.043301 3.055556 0.2 0.6 0.4
H -3.741036 -1.229985 1.485009 -0.1 -0.3 0.0
H -2.493718 -1.788675 0.365037 -0.3 0.1 -0.3
H -2.175618 1.009881 0.437075 -0.1 0.2 -0.3
H -3.915051 0.825747 0.704807 0.2 0.2 0.0
H -1.131175 0.346560 -1.253827 0.1 0.1 0.0
H -1.498523 -1.311605 -1.525351 -0.1 -0.2 0.0
H -2.338818 0.291627 -3.960689 -0.3 -0.1 0.3
H -4.692374 1.563810 -1.162836 0.0 0.0 0.1
H -4.340874 1.146814 -2.823001 0.2 -0.1 0.0
H -0.010529 3.770207 -4.452440 0.0 0.3 0.1
H -0.114666 2.728661 -3.038146 -0.1 -0.1 0.1
H -0.884380 2.255544 -4.551109 -0.1 -0.2 0.1
F -3.900592 1.331002 2.527754 -1.1 -0.8 -0.3
Al -1.652904 6.087880 -1.618320 -0.6 0.2 0.5
N 3.020445 -4.883507 1.303581 -0.2 0.4 0.0
O 3.315385 -6.111748 1.276873 0.7 -0.2 -0.5
O 2.578207 -4.392562 2.333836 0.0 -0.1 0.0
O 3.183425 -4.192453 0.274464 0.2 0.0 -0.2
Cl -4.993350 4.961794 -4.422795 -0.4 0.6 -1.0
Mg -4.879503 4.815885 -2.076266 -0.1 0.9 0.8
C -6.362959 3.569851 2.748005 0.3 0.0 0.2
C -7.298797 2.862722 3.568106 0.5 -0.2 0.2
C -6.673833 2.099422 4.717715 0.1 0.2 0.0
O -7.318705 1.503664 5.552515 -0.2 -0.1 0.0
C -5.220045 2.085193 4.799750 -0.1 -0.6 0.2
C -4.285086 2.784227 3.968517 0.2 0.4 -1.7
C -4.915539 3.634159 2.885269 -1.1 -0.1 0.0
O -4.280308 4.350638 2.140907 0.6 0.2 -0.2
O -3.086890 2.741703 4.063528 1.1 0.9 2.0
O -8.501117 2.840425 3.415350 -0.4 0.1 -0.2
H -6.742286 4.148858 1.912178 -0.2 0.0 0.1
H -4.836760 1.461233 5.601408 0.2 0.0 0.0
Al -5.024199 7.471627 -3.953457 0.0 -0.6 0.1
C 10.119431 -3.945638 -1.040613 -0.3 -0.3 -0.2
C 9.173703 -3.448979 0.031359 0.7 0.2 0.0
O 7.801604 -3.804156 -0.260468 -0.4 0.1 -0.1
C 7.477832 -5.053633 -0.034646 0.8 0.5 0.7
O 8.176367 -5.918681 0.399572 -0.4 -0.2 0.1
O 6.158284 -5.199712 -0.385559 -0.6 -1.0 -1.2
C 5.571484 -6.428481 -0.360453 -0.5 3.3 4.2
H 9.801824 -3.593036 -2.022632 0.1 0.1 0.0
H 11.130766 -3.593214 -0.845725 0.0 0.0 0.0
H 10.138130 -5.034247 -1.078895 0.1 0.0 0.1
H 9.196540 -2.362812 0.067698 -0.3 0.0 0.0
H 9.452867 -3.814244 1.018909 -0.2 -0.2 0.0
H 5.709250 -6.931612 0.592654 0.3 -0.5 -0.3
H 5.975534 -7.151485 -1.290898 0.1 -0.9 -1.5
H 4.479360 -6.273282 -0.536954 0.0 -0.6 -0.8
Br 3.440035 -1.077695 -2.323932 0.1 0.0 0.2
Br 7.253854 -8.008458 -1.358216 -0.1 -0.5 -0.5

***

# 2
19
Properties=species:S:1:pos:R:3:forces:R:3 method="wB97M-V/def2-TZVPD" multiplicity=3 homo_ev="-9.9 / -12.8" total_charge=+1 s_squared=2.02
C 0.284201 -0.206367 -0.209172 -0.7 -3.6 0.0
C 3.878789 -0.725818 0.792234 -0.5 0.4 1.2
C 0.580535 0.879796 0.559156 0.6 2.4 -0.6
C -0.714914 -1.187230 0.497291 -0.4 0.6 -4.8
C 1.327243 0.125799 -2.491071 -2.5 1.9 2.0
N -0.375057 1.202108 1.419256 -2.0 1.5 1.4
N 0.793375 -0.639154 -1.354631 0.5 2.4 0.7
S 2.553971 -1.119086 1.502437 0.3 -0.6 -0.1
I 5.273302 -0.466682 -0.531199 0.5 -0.1 -0.8
I 1.974990 2.330158 0.119378 0.5 0.3 0.2
H -0.445363 -2.211140 0.241586 -0.2 0.0 -0.1
H -1.749293 -0.912674 0.089942 1.2 -0.7 0.5
H -0.731751 -1.053555 1.495676 0.1 0.3 3.2
H 0.429597 0.779215 -2.760083 1.6 -0.6 -0.4
H 2.106473 0.721823 -2.080497 0.8 0.5 -0.5
H 1.617009 -0.555630 -3.224144 0.5 -0.8 -1.3
H -0.405932 1.992488 2.067256 1.1 -0.3 -0.4
H -1.309978 1.136853 1.032675 -0.2 -0.6 0.3
H 0.460554 -1.478620 -1.661787 -1.1 -2.8 -0.4

***

# 3
17
Properties=species:S:1:pos:R:3:forces:R:3 method="wB97M-V/def2-TZVPD" multiplicity=3 homo_ev="-6.2 / -8.4" total_charge=0 s_squared=2.05
C -1.745006 -0.738255 0.654599 -0.3 -0.6 1.2
C -1.842963 -0.853596 -0.735694 0.8 0.0 1.2
C -0.522893 -0.584357 1.207923 -1.0 0.1 1.2
C -0.686766 -1.066802 -1.493797 0.1 1.7 -0.3
C 1.877555 1.850484 -0.285381 2.0 1.6 0.9
C 0.779375 1.239952 0.162756 -0.2 0.4 0.3
C 0.658441 -0.268052 0.330800 1.0 -0.8 1.4
N 0.562110 -0.895082 -1.029445 -4.4 1.8 1.3
I 2.002901 -2.395161 -1.522000 3.0 -2.6 -1.1
H -2.580283 -0.948057 1.362753 0.4 0.3 -1.0
H -2.792458 -1.032306 -1.117019 -1.4 -0.2 -1.1
H -0.595194 -0.642073 2.332030 1.2 0.4 -1.3
H -0.994552 -1.260663 -2.539324 1.5 -0.5 0.4
H 1.977491 2.954459 -0.295381 -1.0 -0.5 -0.1
H 2.988237 1.567585 -0.401525 -2.2 -1.0 -0.2
H -0.148117 1.768260 0.539779 1.3 -0.2 -1.0
H 1.569072 -0.614881 0.959175 -1.0 0.1 -1.8

***

# 4
17
Properties=species:S:1:pos:R:3:forces:R:3 method="wB97M-V/def2-TZVPD" multiplicity=1 homo_ev="-13.4 / -13.4" total_charge=+1
C 1.354769 -1.520148 0.955920 -1.8 -0.6 -2.8
C 0.363754 -0.630057 0.596750 -0.6 2.7 0.2
C 0.132345 -0.776883 -0.744598 0.2 -1.4 1.2
C -1.516004 0.828033 -0.766701 -0.3 2.3 1.2
C -0.119384 0.590422 1.210482 1.4 3.3 -1.0
N 1.567757 -2.324938 -0.048629 0.9 -0.5 -1.3
N 0.800477 -1.890160 -1.110107 0.4 0.5 0.6
N -0.772056 -0.004422 -1.436395 0.6 -0.4 2.1
N -1.310598 1.056346 0.548633 0.3 -2.4 -2.4
O 0.938263 1.863280 0.450322 -1.9 -0.7 2.8
H 1.865342 -1.520841 1.825481 1.6 -0.6 2.6
H -2.195845 1.528953 -1.308480 0.3 -1.1 0.5
H -0.120316 0.732694 2.323414 0.0 -0.1 -1.3
H 1.078499 -2.118497 -2.054941 0.0 -0.5 0.2
H -0.823676 -0.139966 -2.382099 -0.6 0.0 -2.9
H -1.986461 1.601812 0.983924 -1.0 1.3 1.1
H 0.743133 2.724372 0.957024 0.5 -1.8 -0.9

***

# 5
10
Properties=species:S:1:pos:R:3:forces:R:3 method="wB97M-V/def2-TZVPD" multiplicity=1 homo_ev="-8.1 / -8.1" total_charge=0
C 1.212948 0.408350 -0.649786 2.9 -1.0 -0.6
N -2.332773 0.003928 -0.580395 -1.0 0.4 1.1
O -0.080030 0.021925 -0.631953 -1.1 -0.9 0.2
P -3.757409 -0.333114 -0.025514 -0.5 -0.5 -1.4
P -1.152211 0.712408 0.315525 1.0 -1.3 1.9
H 1.483482 1.111821 0.146167 0.2 -0.1 -0.3
H 1.341050 0.748966 -1.651660 0.7 1.4 -0.6
H 1.891993 -0.496035 -0.702069 -0.6 0.8 0.9
H -4.215024 -0.527989 -1.393388 -0.7 -0.2 0.7
H -0.662873 -0.578000 2.099498 -0.8 1.4 -1.9

***

# 6
10
Properties=species:S:1:pos:R:3:forces:R:3 method="wB97M-V/def2-TZVPD" multiplicity=1 homo_ev=-9.0 total_charge=0 smiles=Sn1cccn1
C -0.898641 -0.218428 -0.947123 -0.2 -1.2 -0.3
C -0.184185 0.310963 -2.021808 -0.4 1.1 0.2
C 0.915574 0.932268 -1.369127 2.6 -0.3 0.3
H 1.043056 -0.500385 2.036666 -1.2 -0.2 -0.3
H -1.738299 -0.914413 -0.906720 0.2 0.6 -0.1
H -0.516884 0.393278 -3.095969 0.6 -0.3 1.6
H 1.920194 1.347850 -1.793798 -2.4 -0.5 0.7
N -0.168183 -0.000102 0.170386 -1.1 -1.2 1.4
N 0.925282 0.658531 -0.021963 1.2 1.7 -2.8
S -0.312765 -0.692759 1.796826 0.6 0.4 -0.7

***

no.,DFT total energy (eV)
1,-258711.2025
2,-35336.7115
3,-16974.2823
4,-13297.3233
5,-23229.1440
6,-16989.3662